No. 1
Entry from OMol25: one molecule with the formula CH2Br2ClOP at a distorted geometry (ωB97M-V with the def2-TZVPD basis set).

Geometry as XYZ:
```
8
Properties=species:S:1:pos:R:3:forces:R:3:nbo_charge:R:1
C -0.2430 -0.3042 -0.9933 -0.74 -4.92 -2.14 -0.4113
O 4.0347 0.7350 -1.8041 -0.69 -0.37 -0.64 -1.0297
P 3.7103 0.2807 -0.4495 2.73 -0.33 0.83 1.2744
Cl 1.2800 0.1350 -1.2807 0.43 1.07 -0.41 0.2197
Br 4.9543 -1.6511 0.1434 -0.86 0.60 -0.32 -0.2542
Br 4.9055 1.7247 0.7937 -0.46 0.06 0.46 -0.2078
H -0.4850 -1.3769 -1.4448 0.38 2.49 1.29 0.2040
H -1.0187 0.2134 -0.5430 -0.79 1.40 0.93 0.2050
```
Forces are in eV/Å.

Properties
Charge: 0
E_HOMO (spin up / spin down), eV: -9.51 / -9.20
ΔE to the lowest compared entry with this formula, charge and spin, kcal/mol: 80.0
Gap between HOMO and LUMO (spin up / spin down), eV: 8.23 / 5.98
Lowest unoccupied orbital energy (spin up / spin down), eV: -1.3 / -3.2

No. 2
Entry from OMol25: a 2-piece molecular cluster, CH2Br3PS overall at a distorted geometry (ωB97M-V with the def2-TZVPD basis set).

Geometry as XYZ:
```
8
Properties=species:S:1:pos:R:3:forces:R:3:nbo_charge:R:1
C -0.2309 0.0602 -0.8817 0.63 -1.14 -0.58 -0.5512
P 0.1989 -0.6747 0.6793 0.35 -1.17 1.20 0.8910
S 1.7047 -1.8919 0.1725 -1.62 1.46 0.35 -0.2711
Br -0.1442 3.9867 -0.8017 -0.07 -1.12 0.02 -0.3973
Br 0.4917 0.7390 2.3900 -0.13 -0.70 -1.20 -0.0425
Br -1.6517 -1.8665 1.3527 1.13 0.96 -0.49 -0.1273
H 0.6384 0.2089 -1.5340 -0.30 0.75 0.40 0.2555
H -1.0069 -0.5617 -1.3771 0.01 0.95 0.31 0.2430
```
Forces are in eV/Å.

Properties
Charge: 0
E_HOMO (spin up / spin down), eV: -8.77 / -8.77
ΔE to the lowest compared entry with this formula, charge and spin, kcal/mol: 105.1
Gap between HOMO and LUMO (spin up / spin down), eV: 4.11 / 4.10
Lowest unoccupied orbital energy (spin up / spin down), eV: -4.7 / -4.7

No. 3
Entry from OMol25: one molecule with the formula CH2Br4OSi at a distorted geometry (ωB97M-V with the def2-TZVPD basis set).

Geometry as XYZ:
```
9
Properties=species:S:1:pos:R:3:forces:R:3:nbo_charge:R:1
C -1.5246 0.0835 0.0959 2.69 -0.34 0.72 -0.1127
O -0.1224 -0.0590 0.6433 -3.03 0.31 -0.48 -0.9656
Si 1.3412 -0.2253 0.0220 0.27 -0.14 -0.02 1.4103
Br -1.9239 1.9445 -0.1273 -0.08 -0.07 0.01 0.0363
Br 2.6470 0.9450 1.3391 0.09 -0.06 -0.17 -0.2540
Br 1.8836 -2.3598 0.1212 0.08 0.09 -0.06 -0.2743
Br 1.4479 0.4408 -2.0695 -0.01 0.02 0.06 -0.2685
H -2.1758 -0.3576 0.8444 0.08 0.14 -0.11 0.2195
H -1.5731 -0.4121 -0.8691 -0.08 0.07 0.05 0.2090
```
Forces are in eV/Å.

Properties
Charge: 0
E_HOMO, eV: -10.67
ΔE to the lowest compared entry with this formula, charge and spin, kcal/mol: 0.0
Gap between HOMO and LUMO, eV: 10.95
Lowest unoccupied orbital energy, eV: 0.3

No. 4
Entry from OMol25: a 2-piece molecular cluster, CH2BrFO overall at a distorted geometry (ωB97M-V with the def2-TZVPD basis set).

Geometry as XYZ:
```
6
Properties=species:S:1:pos:R:3:forces:R:3:nbo_charge:R:1
C -0.5691 -0.0101 -0.0826 -0.72 1.19 2.81 0.2580
O 0.5254 -0.3502 -0.6929 1.44 0.41 -0.09 -0.3695
F -0.7933 1.4541 0.2120 0.85 -2.07 -0.51 -0.4202
Br 2.9724 -0.4480 0.3349 -2.41 0.12 -0.64 0.0925
H -1.4739 -0.1419 -0.7714 1.06 -0.57 0.61 0.2434
H -0.6615 -0.5040 1.0001 -0.22 0.91 -2.18 0.1958
```
Forces are in eV/Å.

Properties
Charge: 0
E_HOMO (spin up / spin down), eV: -10.91 / -10.88
ΔE to the lowest compared entry with this formula, charge and spin, kcal/mol: 104.0
Gap between HOMO and LUMO (spin up / spin down), eV: 6.21 / 6.18
Lowest unoccupied orbital energy (spin up / spin down), eV: -4.7 / -4.7

No. 5
Entry from OMol25: one molecule with the formula CH2BrFO at a distorted geometry (ωB97M-V with the def2-TZVPD basis set).

Geometry as XYZ:
```
6
Properties=species:S:1:pos:R:3:forces:R:3:nbo_charge:R:1
C -0.4420 0.0440 0.1179 0.10 0.29 -0.11 0.3261
O 0.8373 0.4185 0.4081 0.30 1.17 1.09 -0.5899
F -1.0117 0.8348 -0.8126 -0.10 0.67 -1.41 -0.3530
Br 2.1271 -0.4923 -0.4411 0.37 -0.24 -0.39 0.3289
H -0.3997 -0.9411 -0.1953 -0.44 -2.10 -1.03 0.1344
H -1.1110 0.1362 0.9230 -0.23 0.22 1.85 0.1536
```
Forces are in eV/Å.

Properties
Charge: 0
E_HOMO, eV: -10.47
ΔE to the lowest compared entry with this formula, charge and spin, kcal/mol: 43.5
Gap between HOMO and LUMO, eV: 10.03
Lowest unoccupied orbital energy, eV: -0.4

No. 6
Entry from OMol25: one molecule with the formula CH2BrN at a distorted geometry (ωB97M-V with the def2-TZVPD basis set).

Geometry as XYZ:
```
5
Properties=species:S:1:pos:R:3:forces:R:3:nbo_charge:R:1
C 0.2510 0.0597 -0.1292 -2.31 -1.61 1.12 -0.0155
N -0.9317 0.1642 0.3840 2.17 -0.82 -0.81 -0.5930
Br 1.2697 1.6094 -0.4741 -0.01 -0.47 -0.11 0.0717
H 0.6342 -1.0089 -0.3108 0.35 2.05 -0.11 0.1948
H -1.2233 -0.8243 0.5301 -0.21 0.85 -0.08 0.3419
```
Forces are in eV/Å.

Properties
Charge: 0
E_HOMO, eV: -10.56
ΔE to the lowest compared entry with this formula, charge and spin, kcal/mol: 4.5
Gap between HOMO and LUMO, eV: 11.42
Lowest unoccupied orbital energy, eV: 0.9

No. 7
Entry from OMol25: a 2-piece molecular cluster, CH2BrNO overall at a distorted geometry (ωB97M-V with the def2-TZVPD basis set).

Geometry as XYZ:
```
6
Properties=species:S:1:pos:R:3:forces:R:3:nbo_charge:R:1
C -2.8013 -1.2004 0.1164 -1.48 1.47 0.09 0.0914
N -2.5442 -2.3035 0.3260 0.32 0.28 -0.17 -0.3032
O 0.1214 -0.1493 0.0552 1.51 -0.33 2.22 -0.9424
Br -3.5504 0.5151 -0.0506 0.92 -1.71 0.06 0.2136
H 0.6905 -0.3262 0.8951 -1.64 0.42 -2.29 0.4745
H -0.6964 -0.6396 0.2065 0.38 -0.13 0.09 0.4660
```
Forces are in eV/Å.

Properties
Charge: 0
E_HOMO, eV: -11.41
ΔE to the lowest compared entry with this formula, charge and spin, kcal/mol: 34.2
Gap between HOMO and LUMO, eV: 10.94
Lowest unoccupied orbital energy, eV: -0.5

No. 8
Entry from OMol25: a 2-piece molecular cluster, CH2BrNO3 overall at a distorted geometry (ωB97M-V with the def2-TZVPD basis set).

Geometry as XYZ:
```
8
Properties=species:S:1:pos:R:3:forces:R:3:nbo_charge:R:1
C 1.0707 0.6964 -0.2587 -3.57 -0.77 0.70 -0.1752
N -1.2469 -0.6634 0.2416 0.00 0.69 -0.27 0.7223
O -1.2632 0.2626 1.0133 -0.58 0.57 1.64 -0.4689
O -1.8631 -1.6740 0.2607 -1.60 -1.70 0.99 -0.3787
O -0.5031 -0.5475 -0.7909 3.79 2.07 -1.46 -0.4266
Br 2.1921 -0.5455 0.3504 0.85 -0.34 0.30 0.2658
H 1.0562 1.0697 -1.2188 0.79 0.24 -2.22 0.2085
H 0.5574 1.4018 0.4024 0.32 -0.76 0.32 0.2529
```
Forces are in eV/Å.

Properties
Charge: 0
E_HOMO, eV: -10.19
ΔE to the lowest compared entry with this formula, charge and spin, kcal/mol: 75.6
Gap between HOMO and LUMO, eV: 8.74
Lowest unoccupied orbital energy, eV: -1.4